Version A
Formula: C2H5NO2S
Source: the Open Molecules 2025 dataset
Level of theory: wB97M-V/def2-TZVPD

Bonds (Å) are listed after each position.
Positions of all 11 atoms, in Å:
1 H 0.143 -0.307 1.928  C9 1.189
2 O 0.750 0.595 -2.387  S8 1.480
3 H -0.481 2.638 -0.064  O7 0.960
4 N -0.455 0.733 -0.014  O7 1.445, S8 1.730, C9 1.425
5 H 1.386 -1.999 -0.118  C11 1.135
6 H -1.474 -0.747 1.190  C9 1.106
7 O -0.518 2.009 0.660  H3 0.960, N4 1.445
8 S 0.974 0.412 -0.935  O2 1.480, N4 1.730, C11 1.888
9 C -0.480 -0.346 0.916  H1 1.189, N4 1.425, H6 1.106, C11 1.838
10 H -0.353 -1.685 -0.875  C11 1.102
11 C 0.508 -1.304 -0.302  H5 1.135, S8 1.888, C9 1.838, H10 1.102

Results
- Multiplicity: 1
- Lowest unoccupied orbital energy: 0.634 eV
- Frontier orbital gap: 0.361 Ha

=====

Version B
Formula: C2H5NO2S
Source: the Open Molecules 2025 dataset
Level of theory: wB97M-V/def2-TZVPD

Bonds (Å) are listed after each position.
Positions of all 11 atoms, in Å:
1 H -1.087 1.319 1.158  C3 1.182
2 H 0.535 -2.005 0.390  O6 1.167
3 C -0.677 0.410 0.523  H1 1.182, C5 1.476, H7 1.179, S8 1.828
4 N 1.576 -0.138 -0.095  C5 1.427, O6 1.532, H10 1.123
5 C 0.554 0.856 -0.158  C3 1.476, N4 1.427, O11 1.266
6 O 0.775 -1.361 -0.553  H2 1.167, N4 1.532
7 H -0.749 -0.277 1.478  C3 1.179
8 S -2.207 0.166 -0.447  C3 1.828, H9 1.372
9 H -1.954 -1.055 -1.020  S8 1.372
10 H 2.522 0.056 -0.669  N4 1.123
11 O 0.714 2.029 -0.606  C5 1.266

Results
- SMILES: O=C(CS)NO
- Multiplicity: 1
- Lowest unoccupied orbital energy: -0.028 eV
- Frontier orbital gap: 0.345 Ha

=====

It is version B that is the most stable of them.

=====

Version A
Formula: C2H5NO2S
Source: the Open Molecules 2025 dataset
Level of theory: wB97M-V/def2-TZVPD

Bonds (Å) are listed after each position.
Positions of all 11 atoms, in Å:
1 H 0.898 -0.782 1.225  C7 1.091
2 N 0.029 -0.268 -1.872  S8 1.718, H9 1.127, H11 1.057
3 O -1.713 1.226 0.632  C5 1.356
4 O 1.854 0.612 -0.205  S8 1.452
5 C -0.557 0.518 0.580  O3 1.356, C7 1.427, S8 1.824
6 H -0.049 -0.084 2.633  C7 1.232
7 C -0.126 -0.505 1.477  H1 1.091, C5 1.427, H6 1.232, H10 1.166
8 S 0.568 0.950 -0.788  N2 1.718, O4 1.452, C5 1.824
9 H -0.816 0.116 -2.510  N2 1.127
10 H -0.892 -1.381 1.408  C7 1.166
11 H 0.803 -0.402 -2.580  N2 1.057

Results
- Multiplicity: 1
- Lowest unoccupied orbital energy: -0.339 eV
- Frontier orbital gap: 0.330 Ha

=====

Version B
Formula: C2H5NO2S
Source: the Open Molecules 2025 dataset
Level of theory: wB97M-V/def2-TZVPD

Bonds (Å) are listed after each position.
Positions of all 11 atoms, in Å:
1 C 1.158 0.725 0.117  H3 1.171, H5 1.145, C10 1.560, H11 1.142
2 O -3.451 -0.066 0.910  H7 1.006, S8 1.599
3 H 1.241 0.876 1.275  C1 1.171
4 O -1.255 0.747 0.083  S8 1.620, C10 1.378
5 H 1.158 1.798 -0.282  C1 1.145
6 H -0.853 -1.559 -1.463  N9 1.029
7 H -2.916 -0.715 1.461  O2 1.006
8 S -2.677 0.199 -0.465  O2 1.599, O4 1.620
9 N -0.107 -0.952 -1.098  H6 1.029, C10 1.235
10 C -0.159 0.041 -0.365  C1 1.560, O4 1.378, N9 1.235
11 H 2.066 0.216 -0.354  C1 1.142

Results
- SMILES: [H]/N=C(/C)OSO
- Multiplicity: 1
- Lowest unoccupied orbital energy: 0.474 eV
- Frontier orbital gap: 0.339 Ha

=====

It is version B that is the most stable of them.

=====

Version A
Formula: C2H5NO2S
Source: the Open Molecules 2025 dataset
Level of theory: wB97M-V/def2-TZVPD

Bonds (Å) are listed after each position.
Positions of all 11 atoms, in Å:
1 H 0.159 -2.531 -0.039  O4 0.972
2 H 3.278 0.296 0.517  S8 1.268
3 H -0.567 1.093 -1.148  C7 1.145
4 O -0.568 -1.887 -0.031  H1 0.972, N5 1.461
5 N 0.021 -0.550 -0.047  O4 1.461, C6 1.362, C7 1.487
6 C 1.379 -0.649 0.014  N5 1.362, S8 1.796, O9 1.220
7 C -1.028 0.472 -0.304  H3 1.145, N5 1.487, H10 0.983, H11 1.148
8 S 2.232 0.924 0.171  H2 1.268, C6 1.796
9 O 1.945 -1.728 0.066  C6 1.220
10 H -1.117 0.872 0.590  C7 0.983
11 H -2.007 -0.096 -0.495  C7 1.148

Results
- SMILES: CN(O)C(=O)S
- Multiplicity: 1
- Lowest unoccupied orbital energy: 0.659 eV
- Frontier orbital gap: 0.364 Ha

=====

Version B
Formula: C2H5NO2S
Source: the Open Molecules 2025 dataset
Level of theory: wB97M-V/def2-TZVPD

Bonds (Å) are listed after each position.
Positions of all 11 atoms, in Å:
1 H -0.653 1.859 -0.517  N10 0.991
2 H 0.591 -1.663 1.867  C5 1.107
3 H 1.562 -1.950 0.242  C5 1.157
4 C 1.105 0.145 0.790  C5 1.464, H7 1.106, O9 1.221
5 C 0.832 -1.291 0.852  H2 1.107, H3 1.157, C4 1.464, H8 1.051
6 S -2.184 0.451 -1.609  N10 1.511, O11 1.454
7 H 1.084 0.665 -0.186  C4 1.106
8 H -0.044 -1.427 0.286  C5 1.051
9 O 1.235 0.925 1.720  C4 1.221
10 N -1.185 1.031 -0.634  H1 0.991, S6 1.511
11 O -2.343 1.255 -2.811  S6 1.454

Results
- Multiplicity: 1
- Lowest unoccupied orbital energy: -0.915 eV
- Frontier orbital gap: 0.329 Ha

=====

It is version B that is the most stable of them.